Record 1
DFT (ωB97M-V/def2-TZVPD) results for a cluster of 13 separate species, C30H92N6O13 in total in a non-equilibrium geometry.

Computed properties:
LUMO energy = 0.2 eV
Energy above the lowest of the compared OMol25 structures with the same formula, charge and spin = 0.00 kJ/mol

The geometry in ORCA input format:
```
! RIJCOSX wB97M-V def2-TZVPD def2/J DEFGRID3
* xyz 0 1
C 0.760 0.920 -1.110
C -0.144 -0.200 -0.648
C -1.500 0.238 -0.133
O -0.244 -1.217 -1.633
H 0.430 1.325 -2.063
H 1.717 0.431 -1.320
H 0.979 1.604 -0.289
H 0.341 -0.661 0.235
H -2.153 -0.630 -0.028
H -1.921 1.011 -0.782
H -1.459 0.685 0.858
H 0.621 -1.306 -2.089
C -1.967 -0.831 3.530
C -2.728 -1.043 4.828
C -1.822 -1.577 5.929
O -3.232 0.252 5.251
H -2.642 -0.351 2.817
H -1.719 -1.772 3.030
H -1.093 -0.184 3.644
H -3.585 -1.683 4.628
H -0.875 -1.023 5.932
H -1.597 -2.630 5.755
H -2.227 -1.409 6.927
H -2.462 0.795 5.463
O -2.409 -1.026 -3.426
H -3.175 -0.507 -3.122
H -1.767 -1.027 -2.689
O -5.107 0.590 0.653
H -4.805 0.919 -0.208
H -4.844 1.264 1.314
O -4.347 0.838 -2.336
H -3.774 1.616 -2.396
H -5.243 1.180 -2.448
O 4.005 1.378 -0.175
H 3.770 1.633 0.751
H 4.486 0.547 -0.094
O 4.254 2.901 -2.366
H 4.023 2.357 -1.575
H 5.101 3.305 -2.151
C 2.863 4.443 1.164
C 2.738 4.143 2.658
C 3.597 2.954 3.062
O 3.247 1.748 2.410
C 1.955 1.243 2.738
N 3.162 5.320 3.434
H 2.807 3.566 0.513
H 3.791 4.977 0.946
H 2.076 5.102 0.781
H 1.699 3.945 2.934
H 3.503 2.824 4.148
H 4.650 3.143 2.844
H 1.193 1.774 2.164
H 1.774 1.298 3.814
H 1.963 0.202 2.420
H 2.841 6.154 2.967
H 4.165 5.323 3.558
C -2.450 3.123 2.841
C -3.802 3.279 3.507
C -4.555 4.476 2.966
O -5.728 4.765 3.701
C -5.450 5.475 4.888
N -4.539 2.024 3.305
H -1.813 4.022 2.803
H -2.594 3.027 1.758
H -1.818 2.345 3.262
H -3.682 3.462 4.586
H -4.880 4.320 1.934
H -3.885 5.346 2.964
H -6.336 5.848 5.395
H -4.805 6.324 4.633
H -4.915 4.856 5.616
H -4.100 1.292 3.882
H -5.458 2.112 3.737
C -1.175 -5.952 0.364
C -1.402 -4.653 -0.390
C -2.736 -4.475 -1.081
O -2.988 -5.419 -2.100
C -2.245 -5.201 -3.258
N -1.074 -3.487 0.422
H -1.917 -6.001 1.168
H -0.185 -5.921 0.817
H -1.273 -6.814 -0.292
H -0.663 -4.656 -1.218
H -2.825 -3.494 -1.571
H -3.561 -4.492 -0.366
H -2.433 -5.909 -4.058
H -1.158 -5.209 -3.083
H -2.424 -4.171 -3.604
H -0.122 -3.592 0.800
H -0.977 -2.645 -0.136
C 1.114 2.640 -4.285
C 1.187 4.099 -3.830
C 0.880 4.379 -2.377
O -0.481 4.113 -2.064
C -0.768 4.475 -0.746
N 2.575 4.567 -4.032
H 1.855 1.988 -3.817
H 1.242 2.500 -5.359
H 0.124 2.261 -3.996
H 0.553 4.746 -4.442
H 1.086 5.439 -2.171
H 1.552 3.845 -1.688
H -1.779 4.128 -0.524
H -0.741 5.561 -0.599
H -0.096 3.995 -0.024
H 3.214 3.931 -3.548
H 2.865 4.533 -5.002
C 0.813 -0.892 -5.151
C 1.418 -2.022 -4.329
C 2.322 -2.887 -5.204
O 2.991 -3.901 -4.482
C 2.093 -4.890 -4.016
N 2.167 -1.448 -3.201
H 0.087 -0.306 -4.594
H 0.354 -1.296 -6.057
H 1.587 -0.231 -5.561
H 0.573 -2.618 -3.971
H 3.061 -2.256 -5.708
H 1.806 -3.348 -6.062
H 1.463 -4.484 -3.217
H 2.665 -5.693 -3.550
H 1.509 -5.311 -4.838
H 2.718 -0.695 -3.605
H 2.826 -2.062 -2.720
C 2.767 -5.616 -0.340
C 2.775 -4.088 -0.566
C 2.813 -3.461 0.842
O 1.595 -3.760 1.442
C 1.542 -3.626 2.839
N 3.929 -3.751 -1.401
H 3.698 -5.956 0.113
H 2.596 -6.153 -1.276
H 1.885 -5.905 0.240
H 1.792 -3.856 -0.991
H 3.096 -2.404 0.883
H 3.676 -3.996 1.274
H 2.350 -4.189 3.329
H 0.612 -4.076 3.181
H 1.656 -2.595 3.191
H 3.900 -4.269 -2.271
H 4.783 -4.036 -0.932
*
```

Record 2
DFT (ωB97M-V/def2-TZVPD) results for the molecule C3H4N2O3 in a non-equilibrium geometry.

Computed properties:
LUMO energy = -0.2 eV
Energy above the lowest of the compared OMol25 structures with the same formula, charge and spin = 681.19 kJ/mol

The geometry in ORCA input format:
```
! RIJCOSX wB97M-V def2-TZVPD def2/J DEFGRID3
* xyz 0 1
C 0.825 0.148 1.236
C 0.133 1.568 -0.396
C 0.331 -0.872 -0.620
N 0.584 1.287 0.849
N -0.906 -1.368 -0.149
O -0.824 -2.509 0.308
O -1.827 -0.634 -0.049
O 0.227 0.366 -1.305
H 0.803 -0.436 2.055
H -0.937 1.831 -0.104
H 0.686 2.407 -0.807
H 0.905 -1.788 -1.018
*
```

Record 3
DFT (ωB97M-V/def2-TZVPD) results for a cluster of 5 separate species, C25H42BN2O15 in total in a non-equilibrium geometry.

Computed properties:
LUMO energy = -3.2 eV

The geometry in ORCA input format:
```
! RIJCOSX wB97M-V def2-TZVPD def2/J DEFGRID3
* xyz 1 1
C 0.708 -0.669 1.892
C 0.042 -0.475 0.923
N -0.725 -0.210 -0.227
C -1.001 1.293 -0.194
C 0.206 2.211 -0.274
C 0.876 2.364 -1.667
C 2.419 2.407 -1.525
C 3.085 1.090 -1.875
O 2.854 0.112 -0.876
C 4.001 -0.638 -0.537
N 0.033 -0.720 -1.362
C -0.609 -1.012 -2.442
C -0.295 -2.355 -3.046
C -1.567 -0.130 -3.205
B -2.023 -1.048 0.027
O -3.204 -0.391 0.258
O -1.971 -2.388 -0.023
C -1.885 -3.094 1.254
C -0.531 -3.834 1.304
H 1.361 -0.544 2.728
H -1.473 1.485 0.768
H -1.725 1.602 -0.947
H -0.174 3.199 -0.011
H 0.991 1.992 0.448
H 0.581 3.328 -2.080
H 0.636 1.563 -2.362
H 2.826 3.144 -2.223
H 2.730 2.722 -0.526
H 4.162 1.241 -2.002
H 2.707 0.728 -2.842
H 3.701 -1.614 -0.154
H 4.563 -0.142 0.262
H 4.646 -0.827 -1.398
H -0.220 -3.123 -2.282
H 0.690 -2.292 -3.523
H -1.052 -2.631 -3.774
H -1.070 0.757 -3.596
H -1.930 -0.674 -4.075
H -2.468 0.147 -2.652
H -3.519 0.001 -0.568
H -1.888 -2.374 2.073
H -2.674 -3.831 1.355
H 0.042 -3.545 0.422
H -0.656 -4.914 1.241
H 0.064 -3.546 2.165
C -1.533 -5.319 5.359
C -0.994 -4.750 6.653
O -0.108 -3.724 6.188
C -0.507 -3.353 4.957
O -0.083 -2.408 4.367
O -1.455 -4.191 4.476
H -2.556 -5.674 5.443
H -0.910 -6.121 4.961
H -1.771 -4.292 7.266
H -0.458 -5.483 7.249
C -1.055 5.524 2.676
C -2.445 6.119 2.640
O -2.647 6.342 1.237
C -1.841 5.499 0.562
O -1.884 5.307 -0.613
O -0.967 4.885 1.392
H -0.921 4.805 3.478
H -0.281 6.275 2.747
H -3.210 5.428 2.999
H -2.522 7.050 3.195
C 4.010 6.955 1.371
C 2.981 6.275 0.495
O 2.190 5.561 1.454
C 2.327 6.182 2.651
O 1.668 5.940 3.612
O 3.304 7.112 2.606
H 4.329 7.919 0.983
H 4.890 6.334 1.546
H 2.341 6.985 -0.030
H 3.421 5.592 -0.227
C -2.029 -5.320 -5.717
C -1.252 -6.104 -4.697
O -0.972 -7.323 -5.376
C -1.023 -7.069 -6.717
O -0.679 -7.823 -7.558
O -1.524 -5.819 -6.952
H -1.865 -4.247 -5.639
H -3.102 -5.518 -5.670
H -0.306 -5.623 -4.431
H -1.822 -6.291 -3.790
*
```

Repeat the second record exactly.
DFT (ωB97M-V/def2-TZVPD) results for the molecule C3H4N2O3 in a non-equilibrium geometry.

Computed properties:
LUMO energy = -0.2 eV
Energy above the lowest of the compared OMol25 structures with the same formula, charge and spin = 681.19 kJ/mol

The geometry in ORCA input format:
```
! RIJCOSX wB97M-V def2-TZVPD def2/J DEFGRID3
* xyz 0 1
C 0.825 0.148 1.236
C 0.133 1.568 -0.396
C 0.331 -0.872 -0.620
N 0.584 1.287 0.849
N -0.906 -1.368 -0.149
O -0.824 -2.509 0.308
O -1.827 -0.634 -0.049
O 0.227 0.366 -1.305
H 0.803 -0.436 2.055
H -0.937 1.831 -0.104
H 0.686 2.407 -0.807
H 0.905 -1.788 -1.018
*
```

> The highest LUMO energy belongs to which entry?

C30H92N6O13

> LUMO energy of number 2 (C3H4N2O3)?

-0.2 eV

> Which value of LUMO energy does entry 2 give?

-0.2 eV